No. 1
This record from the OMol25 dataset describes 2 unconnected molecules or ions with the total composition C37H53BBrN6O8. The level of theory is ωB97M-V with the def2-TZVPD basis set.

Geometry as ORCA input:
```
! wB97M-V def2-TZVPD RIJCOSX def2/J DEFGRID3
* xyz 1 1
C 4.57159 2.40206 5.07270
O 3.54199 2.76250 4.10399
C 3.99635 2.43454 2.75347
C 4.11529 0.84696 2.49992
C 2.66918 0.08363 2.55538
C 2.83998 -1.25876 1.68951
C 1.56064 -2.23150 1.67692
N 0.24441 -1.54588 1.51010
C -0.02364 -0.50007 0.71073
O 0.83993 0.22515 -0.16997
C 0.78890 -0.27427 -1.49997
N 0.41060 -0.57901 -2.61644
C -1.58060 -0.01284 0.83438
Br -1.36189 1.39678 2.26906
C -2.26792 0.61744 -0.49298
C -1.93383 2.18725 -0.72106
C -3.10339 3.18393 -0.17038
C -2.41994 4.45992 0.55317
C -3.56579 5.24523 1.39916
C -3.45409 4.95884 3.00281
O -4.42226 3.95737 3.43022
C -4.30351 3.66199 4.81616
C -5.51694 2.82448 5.50307
O -3.32796 3.95164 5.55818
C -2.21761 -1.42411 1.24678
C -3.71153 -1.46836 1.88622
O -3.90633 -0.54213 2.98077
C -5.29106 -0.10759 3.09556
B -2.43550 -2.43604 -0.05217
N -3.60148 -3.40369 -0.12346
O -1.56450 -2.43176 -1.22090
C -1.03486 -1.95849 2.23125
C -1.14354 -3.45007 2.81573
C -1.36167 -3.49984 4.43448
N -0.26606 -2.83126 5.19552
N -1.32013 -4.97352 4.77515
N -2.74280 -3.04822 4.84620
H 4.48865 1.28765 5.35506
H 5.63902 2.64306 4.72424
H 4.36386 3.01356 6.03132
H 3.34150 2.96427 1.98084
H 5.06125 2.88262 2.65302
H 4.50056 0.69352 1.41353
H 4.87571 0.35279 3.20846
H 1.93162 0.83299 2.05948
H 2.28918 -0.07366 3.62257
H 3.70634 -1.85562 2.17410
H 3.19423 -1.00940 0.62197
H 1.58166 -2.85901 2.64154
H 1.68082 -2.96772 0.80281
H -3.41910 0.47365 -0.48266
H -1.91689 0.08618 -1.46571
H -1.94144 2.33426 -1.87463
H -0.88380 2.48377 -0.37913
H -3.84891 3.47631 -0.99821
H -3.71765 2.56826 0.59745
H -1.61053 4.16221 1.31320
H -1.90097 5.13149 -0.23411
H -3.44409 6.35858 1.15786
H -4.59088 4.82319 1.08213
H -3.76765 5.96152 3.49893
H -2.37923 4.75293 3.33788
H -5.39368 1.69364 5.28519
H -6.53290 3.15939 5.09331
H -5.47968 2.91377 6.65686
H -4.42266 -1.15741 1.03716
H -3.95445 -2.52366 2.30813
H -6.01644 -0.66985 2.39669
H -5.36891 1.03689 2.90599
H -5.57888 -0.24006 4.21260
H -3.57438 -4.00369 0.72577
H -3.41648 -4.07419 -0.89990
H -1.28833 -3.37806 -1.31272
H -0.92468 -1.32401 3.20076
H -2.03442 -4.05782 2.38338
H -0.21483 -4.10839 2.62051
H -0.29515 -3.27243 6.14022
H -0.49684 -1.83296 5.40100
H -2.06928 -5.21567 5.43745
H -0.38666 -5.24793 5.10895
H -2.80043 -2.02304 4.72383
H -3.37081 -3.51790 4.15891
C 7.17880 -1.09356 -9.50663
C 7.59039 -0.86301 -8.19559
C 6.64610 -0.70272 -7.18694
C 5.28481 -0.76070 -7.48927
C 4.87277 -0.96724 -8.80617
C 5.82310 -1.14520 -9.81323
C 3.43256 -0.98160 -9.14845
O 3.07147 -1.16560 -10.29797
C 2.43803 -0.76039 -8.07477
C 1.07892 -0.71381 -8.39106
C 0.13625 -0.51956 -7.38608
C 0.54653 -0.38057 -6.06171
C 1.89966 -0.42085 -5.74382
C 2.84877 -0.60125 -6.75156
C 4.28787 -0.60689 -6.40674
O 4.64765 -0.48081 -5.24706
H 7.91637 -1.22766 -10.29171
H 8.64856 -0.81031 -7.95941
H 6.97323 -0.52850 -6.16643
H 5.50885 -1.31972 -10.83764
H 0.75193 -0.82456 -9.42056
H -0.91968 -0.47850 -7.63495
H -0.18936 -0.23626 -5.27687
H 2.21305 -0.30707 -4.71065
*
```

## Properties
E_HOMO: -0.405 Eh
DFT total energy: -4970.57380 Ha

***

No. 2
This record from the OMol25 dataset describes 4 unconnected molecules or ions with the total composition C37H53BF3O4. The level of theory is ωB97M-V with the def2-TZVPD basis set.

Geometry as ORCA input:
```
! wB97M-V def2-TZVPD RIJCOSX def2/J DEFGRID3
* xyz -1 1
C 3.17550 3.87877 1.44125
C 2.21366 2.69050 1.40498
C 2.83463 1.44072 0.76864
C 2.05973 0.15568 1.08105
C 0.74905 0.01739 0.29040
C 0.31804 -1.42310 -0.03259
C -0.92599 -1.92236 0.72787
C -0.96614 -1.61760 2.22572
C -2.39601 -1.53425 2.78505
C -3.21744 -0.36454 2.23195
C -2.60742 1.00652 2.54032
C -3.00792 2.18713 1.63891
O -3.76583 3.15270 2.30377
B -4.25902 4.02955 1.20436
C -3.14729 5.17897 0.73104
C -2.09542 5.58153 1.78525
C -0.74400 4.90430 1.71765
F -0.57191 3.92575 2.64475
F 0.28096 5.77955 1.94728
F -0.44705 4.32861 0.52380
O -4.56382 3.03390 0.11459
C -3.73220 1.90794 0.29824
C -2.68617 1.73690 -0.81361
C -2.94577 0.52425 -1.71634
C -1.81349 0.16874 -2.64754
O -1.66011 -0.92289 -3.15205
O -0.94415 1.19283 -2.96127
H 4.11927 3.57723 1.90449
H 3.38766 4.24559 0.43445
H 2.75921 4.69802 2.03021
H 1.93586 2.43588 2.43185
H 1.32075 2.96945 0.84159
H 3.86273 1.33128 1.13105
H 2.86954 1.54897 -0.32046
H 1.85320 0.11054 2.15757
H 2.70173 -0.70540 0.85759
H -0.05506 0.52600 0.83440
H 0.87186 0.57794 -0.64545
H 1.14095 -2.12651 0.12654
H 0.08496 -1.47441 -1.10176
H -1.82093 -1.55595 0.21896
H -0.95367 -3.01429 0.62637
H -0.45157 -2.40914 2.78425
H -0.45728 -0.68554 2.48333
H -2.35418 -1.45722 3.87836
H -2.90761 -2.47487 2.54069
H -4.21315 -0.40001 2.68761
H -3.37609 -0.52253 1.16326
H -2.89971 1.28340 3.55919
H -1.51440 0.95829 2.54956
H -2.06393 2.65031 1.31390
H -5.32033 4.59429 1.50363
H -3.72470 6.08158 0.50619
H -2.66739 4.89515 -0.21075
H -2.48729 5.37986 2.78719
H -1.88299 6.65268 1.72763
H -4.39773 1.03438 0.31396
H -2.64693 2.64718 -1.41260
H -1.69131 1.60496 -0.36374
H -3.84400 0.67456 -2.32307
H -3.09057 -0.36393 -1.09608
H -0.42908 1.42017 -2.17584
C 2.64598 1.40169 -6.28993
C 3.04495 0.38168 -7.14367
C 2.55840 -0.90553 -6.95936
C 1.67163 -1.16792 -5.92399
C 1.27231 -0.15078 -5.06812
C 1.76146 1.13473 -5.25311
H 3.02382 2.40620 -6.43397
H 3.73380 0.59041 -7.95283
H 2.87106 -1.70384 -7.62142
H 1.28936 -2.17004 -5.77868
H 0.57705 -0.35839 -4.26774
H 1.44505 1.92932 -4.58956
C 1.57748 -5.15823 -6.08179
C 1.39529 -5.04164 -4.71073
C 2.23693 -5.71945 -3.84023
C 3.26279 -6.50979 -4.34023
C 3.44576 -6.62473 -5.71127
C 2.60166 -5.94995 -6.58238
H 0.92079 -4.62900 -6.76068
H 0.59931 -4.41995 -4.32068
H 2.09374 -5.62912 -2.77134
H 3.92142 -7.03497 -3.66036
H 4.24748 -7.23899 -6.10102
H 2.74284 -6.03997 -7.65194
C 0.40356 -0.82758 6.42516
C 1.20825 -1.69083 5.69471
C 1.49567 -2.95684 6.18535
C 0.97790 -3.36053 7.40836
C 0.17278 -2.49786 8.13928
C -0.11383 -1.23154 7.64808
H 0.17580 0.15725 6.03826
H 1.60433 -1.37740 4.73708
H 2.12167 -3.62951 5.61307
H 1.19924 -4.34906 7.79036
H -0.23471 -2.81400 9.09110
H -0.74323 -0.55933 8.21672
*
```

## Properties
E_HOMO: -0.171 Eh
DFT total energy: -2067.20904 Ha

***

No. 3
This record from the OMol25 dataset describes a molecular structure, C37H53BI2N11O4Y. The level of theory is ωB97M-V with the def2-TZVPD basis set.

Geometry as ORCA input:
```
! wB97M-V def2-TZVPD RIJCOSX def2/J DEFGRID3
* xyz 0 1
Y -0.06400 0.44850 -0.09400
I 2.98800 6.16740 5.14140
C 2.16490 5.05000 3.54000
C 1.62610 5.69960 2.44750
C 1.05050 4.95800 1.44170
I 0.31020 6.05600 -0.21030
C 0.95400 3.54370 1.44780
O 0.35020 2.87630 0.52390
C 1.58400 2.93340 2.56830
C 1.67330 1.43660 2.62630
N 0.38830 0.77780 2.34790
C -0.66620 1.22570 3.25670
C -2.03730 1.19180 2.63880
C -3.15420 1.29640 3.46910
C -4.41610 1.35390 2.91540
C -4.52620 1.35140 1.53190
C -3.37030 1.24080 0.78450
N -2.14780 1.14300 1.31120
C 2.15330 3.67020 3.58970
H 1.66430 6.77660 2.38730
H 2.05770 1.17380 3.62520
H 2.39120 1.07970 1.87170
H 0.51160 -0.22350 2.51310
H -0.46400 2.26970 3.52810
H -0.67320 0.62670 4.17470
H -3.02490 1.33710 4.53800
H -5.29630 1.40960 3.53790
H -5.48700 1.42390 1.04510
H -3.41550 1.24230 -0.29560
H 2.60710 3.15240 4.42340
C 1.43610 -2.62110 4.10520
C 2.40400 -1.82960 3.21980
C 3.83870 -2.05700 3.71130
C 2.26850 -2.21380 1.77710
C 2.57520 -3.50110 1.32440
C 2.39720 -3.44560 -0.03240
N 2.01600 -2.20270 -0.36090
N 1.91260 -1.43120 0.74410
B 1.84380 -1.80220 -1.83410
N 0.39900 -2.06520 -2.28300
C 0.09280 -3.16840 -2.97920
C -1.27270 -3.27560 -3.04580
C -1.75330 -2.17100 -2.33630
N -0.72370 -1.43110 -1.89150
C -3.21080 -1.89930 -2.10000
C -4.10940 -2.82030 -2.93000
C -3.55550 -2.05330 -0.61970
N 2.31860 -0.37230 -2.08880
C 3.32780 -0.09370 -2.92150
C 3.58730 1.25410 -2.86370
C 2.66550 1.75760 -1.94310
N 1.89500 0.75900 -1.48150
C 2.62550 3.16820 -1.45230
C 3.69510 3.33670 -0.36440
C 2.86570 4.16920 -2.58040
H 1.60010 -2.34980 5.14670
H 0.40080 -2.40890 3.85440
H 1.59600 -3.69150 4.00360
H 2.19950 -0.77200 3.34410
H 4.11360 -3.10640 3.64830
H 4.54960 -1.47410 3.12990
H 3.91020 -1.75020 4.75380
H 2.89080 -4.33990 1.90710
H 2.52280 -4.20330 -0.77840
H 2.54240 -2.51270 -2.48250
H 0.84940 -3.80780 -3.38590
H -1.83240 -4.04140 -3.53710
H -3.43950 -0.87330 -2.39400
H -3.97490 -3.86000 -2.64340
H -5.15320 -2.56370 -2.75240
H -3.90350 -2.72800 -3.99430
H -3.17890 -2.99570 -0.23210
H -3.11450 -1.24430 -0.04530
H -4.63250 -2.02320 -0.47810
H 3.80800 -0.85880 -3.49670
H 4.32680 1.79650 -3.41440
H 1.64100 3.35670 -1.02160
H 4.69090 3.18180 -0.78040
H 3.65370 4.33640 0.06260
H 3.54540 2.62190 0.44270
H 3.86930 4.08090 -2.99250
H 2.14420 4.01660 -3.37800
H 2.74650 5.17850 -2.19590
O -1.74860 -3.24860 1.77070
N -1.34550 -2.11340 1.80980
O -1.34920 -1.43990 2.83480
O -0.88290 -1.57090 0.76070
C -5.09210 1.00830 -3.10710
C -3.84640 1.45600 -3.87340
N -3.19910 2.59610 -3.25550
C -3.69910 3.90270 -3.65590
C -4.89600 4.41180 -2.84460
C -2.22050 2.46160 -2.32540
C -1.69270 3.71490 -1.72010
N -1.69270 1.35310 -1.92070
H -5.51160 0.11480 -3.56230
H -5.85210 1.78510 -3.11030
H -4.84640 0.78880 -2.07070
H -4.12720 1.73510 -4.89080
H -3.13510 0.62990 -3.96170
H -3.98880 3.84370 -4.70930
H -2.88910 4.62670 -3.58110
H -5.82870 3.96760 -3.17970
H -4.97410 5.48780 -2.97240
H -4.78200 4.20070 -1.78510
H -1.11820 4.27590 -2.45540
H -1.03000 3.43580 -0.90710
H -2.47750 4.35880 -1.33560
H -2.04800 0.52310 -2.39230
*
```

## Properties
E_HOMO: -0.274 Eh
DFT total energy: -3003.75805 Ha

***

No. 4
This record from the OMol25 dataset describes 5 unconnected molecules or ions with the total composition C37H53F33N2O5PS. The level of theory is ωB97M-V with the def2-TZVPD basis set.

Geometry as ORCA input:
```
! wB97M-V def2-TZVPD RIJCOSX def2/J DEFGRID3
* xyz 1 1
C -3.92234 0.25491 3.66112
C -3.67342 0.65782 2.19606
C -2.68413 1.79849 2.05371
O -1.38856 1.27563 2.40165
C -0.21527 1.80339 1.96870
C -0.14057 2.70433 0.74872
P -0.88683 2.02837 -0.86375
C -1.34303 0.27674 -0.51424
C 0.69987 1.84191 -1.81874
C 1.49523 0.54415 -1.67353
N -0.66495 4.05083 0.99660
C -0.95448 4.47026 2.35216
C -0.02183 3.96465 3.48986
S -1.03124 3.72189 5.01367
C 1.14873 4.98405 3.64352
C 0.68024 6.27256 4.33562
C 2.48012 4.50629 4.26422
C 2.56119 4.57262 5.79959
C 3.68204 3.70752 6.37508
N 0.55546 2.60002 3.10687
C 1.02650 1.71821 4.25565
C 2.22395 0.87813 3.86414
F 0.00065 0.94407 4.63387
H -3.71274 -0.80255 3.82966
H -4.95987 0.42926 3.95340
H -3.28226 0.82251 4.34404
H -4.60211 0.98253 1.71875
H -3.28814 -0.19917 1.63581
H -2.66639 2.22381 1.04450
H -2.95422 2.58680 2.76380
H 0.45932 0.96060 1.78577
H 0.94401 2.75686 0.54309
H -2.36968 0.26055 -0.13991
H -0.69696 -0.29309 0.15721
H -1.36519 -0.20716 -1.49697
H 0.40465 1.98884 -2.86004
H 1.33934 2.69549 -1.55980
H 1.65957 0.26586 -0.62541
H 0.99078 -0.28553 -2.17103
H 2.47265 0.64096 -2.15133
H -0.12076 4.73673 0.49867
H -0.89348 5.56021 2.37223
H -1.98312 4.22045 2.60338
H -1.67655 4.88458 4.85021
H 1.37448 5.27776 2.60386
H -0.14423 6.75326 3.80343
H 1.50840 6.98718 4.33418
H 0.38705 6.10175 5.37088
H 2.76911 3.49697 3.93729
H 3.26284 5.14898 3.84556
H 2.73512 5.61182 6.09562
H 1.59930 4.29654 6.25051
H 4.65479 3.99676 5.96656
H 3.74157 3.82522 7.45951
H 3.52662 2.64241 6.17506
H 1.42842 2.82532 2.62507
H 1.24951 2.39879 5.07854
H 2.07805 -0.13872 4.23262
H 2.38278 0.82751 2.78318
H 3.13051 1.28346 4.31568
C -2.24257 -3.90736 -0.73018
C -1.54916 -5.19725 -0.28559
C -0.02005 -5.20238 -0.19519
F 0.54583 -4.97623 -1.39696
F 0.37555 -6.41801 0.23715
F -1.98370 -6.24469 -1.00345
F -1.95030 -5.37103 1.01620
O -2.59750 -3.78757 -2.09285
C -1.73805 -3.30836 -3.02913
C -1.43828 -4.34697 -4.12623
F -0.99614 -5.49454 -3.60178
F -0.46744 -3.84263 -4.93011
F -0.60473 -2.80659 -2.48754
F -2.35432 -2.28341 -3.66303
H -3.19365 -3.92124 -0.20024
H -1.68356 -3.03547 -0.38610
H 0.31311 -4.44558 0.51215
H -2.33802 -4.52945 -4.71449
C 1.38155 -1.15582 -6.73946
C 2.47510 -2.09968 -7.24874
C 3.37198 -2.78788 -6.21123
F 4.03865 -1.87095 -5.47793
F 4.27693 -3.54658 -6.85847
F 3.22799 -1.49124 -8.18092
F 1.79891 -3.12758 -7.84614
O 1.67829 0.23101 -6.72264
C 2.25549 0.84726 -5.66537
C 3.59368 1.51667 -6.01733
F 4.43934 0.62590 -6.55215
F 4.13284 1.99612 -4.87294
F 2.37245 0.04652 -4.59531
F 1.42309 1.86824 -5.29448
H 0.58437 -1.24481 -7.47618
H 0.99427 -1.49535 -5.78088
H 2.77460 -3.42049 -5.55080
H 3.42587 2.33919 -6.71389
C 0.72675 -6.38235 4.25032
C 1.53440 -7.00520 5.39337
C 1.53545 -6.28369 6.74737
F 2.02463 -5.03189 6.61471
F 2.32789 -6.95824 7.59898
F 2.79559 -7.24571 4.99914
F 0.92488 -8.20147 5.64598
O 1.44669 -5.56923 3.33739
C 1.62873 -4.24303 3.49182
C 3.11235 -3.85329 3.59674
F 3.71118 -4.50209 4.60315
F 3.17251 -2.52048 3.84436
F 0.90542 -3.71253 4.48306
F 1.19500 -3.64029 2.33692
H 0.40370 -7.22995 3.64795
H -0.16308 -5.87795 4.62866
H 0.52346 -6.23631 7.15614
H 3.61992 -4.06929 2.65589
C -3.12403 3.31926 -5.41375
C -2.28612 2.46123 -4.46130
C -1.59862 1.21317 -5.02520
F -2.49202 0.33832 -5.51479
F -0.92992 0.60486 -4.00867
F -2.98871 2.13942 -3.36048
F -1.24344 3.26796 -4.07781
O -4.51368 3.08184 -5.42716
C -5.09274 2.17953 -6.26757
C -5.79498 1.04146 -5.50516
F -4.94208 0.45530 -4.64070
F -6.20450 0.11847 -6.39598
F -4.22629 1.70148 -7.16967
F -6.06619 2.82585 -6.94814
H -3.02549 4.32984 -5.01851
H -2.69586 3.30798 -6.41713
H -0.87976 1.48670 -5.79946
H -6.65390 1.43817 -4.96230
*
```

## Properties
E_HOMO: -0.410 Eh
DFT total energy: -5962.24417 Ha
ΔE to the lowest compared entry with this formula, charge and spin: 0.0 kJ/mol

***

Number 1: Kohn-Sham gap 6.81 eV. Number 2: Kohn-Sham gap 6.93 eV. Number 3: Kohn-Sham gap 7.73 eV. Number 4: Kohn-Sham gap 8.82 eV.